(1)
Density functional theory data (the ωB97M-V functional and the def2-TZVPD basis) for C25H32As2ClO11Os as an isolated structure in a non-equilibrium geometry.

As for the expectation value of S²: 6.04. The lowest unoccupied orbital energy (spin up / spin down) comes out at -3.5 / -3.8 eV. For the highest occupied orbital energy (spin up / spin down), the calculation gives -10.0 / -10.9 eV. The net charge is +1. As for the HOMO-LUMO gap (spin up / spin down): 0.2382 / 0.2630 Ha. The spin multiplicity is 5.

Last column: Mulliken charge in e.
Element x y z (Å)
Os 0.086229 -0.136018 0.084761  1.33
C 1.183726 0.915115 3.607794  -1.53
C 0.053652 0.256259 2.873392  1.10
C -1.004465 1.019171 2.346912  -0.86
C -2.072213 0.425852 1.673035  1.14
C -3.190916 1.261145 1.116764  -1.57
C -2.069555 -0.966071 1.507104  -0.66
C -1.034753 -1.757087 2.020697  0.66
C -1.050126 -3.245710 1.828927  -1.50
C 0.023719 -1.127979 2.698383  -0.75
H 1.996576 1.196915 2.935901  0.27
H 1.595166 0.249954 4.365362  0.40
H 0.841861 1.818700 4.111862  0.40
H -0.988686 2.096448 2.466361  0.39
H -2.989896 1.551410 0.084673  0.08
H -3.326535 2.170405 1.701638  0.46
H -4.131150 0.712154 1.126962  0.43
H -2.895231 -1.441924 0.992395  0.29
H -0.624835 -3.511225 0.859275  0.28
H -2.067845 -3.632547 1.864126  0.39
H -0.468949 -3.749855 2.598865  0.40
H 0.833394 -1.728676 3.093811  0.45
O 0.977801 -1.315139 -0.843054  -0.63
C -1.432784 6.114624 -2.624291  -0.84
O -2.021509 4.815582 -2.783147  -0.22
C -1.353996 3.740253 -2.447313  -0.22
O -0.068400 3.933685 -1.952356  -0.57
C -1.950926 2.475691 -2.503903  0.33
C -3.108870 2.291997 -3.312476  -0.10
As -2.570539 2.808519 -5.116773  0.50
C -4.262202 2.680889 -6.091585  -1.19
C -1.773338 0.938400 -5.349785  0.59
C -1.228022 0.173617 -4.390175  0.36
As -0.965989 0.566630 -2.412649  0.08
C 0.999067 0.956419 -2.823989  -1.18
C -0.589823 -1.180215 -4.477460  0.07
O -0.336175 -1.729396 -3.414879  -0.57
O -0.256221 -1.697963 -5.625505  -0.26
C 0.331354 -3.000600 -5.626771  -0.71
C -1.945835 0.527716 -6.794224  0.08
O -1.977412 -0.593463 -7.215977  -0.56
O -2.147954 1.587090 -7.580953  -0.33
C -2.386119 1.343261 -8.966700  -0.80
C -3.959889 1.106694 -3.151728  0.45
O -4.601359 0.599862 -4.044554  -0.59
O -3.999933 0.619091 -1.896060  -0.03
C -4.810972 -0.535456 -1.689614  -0.85
H -2.165351 6.836315 -2.966667  0.30
H -0.527819 6.200781 -3.226375  0.34
H -1.203296 6.301960 -1.575260  0.31
H -4.978962 3.344448 -5.608818  0.42
H -4.653318 1.670594 -6.146490  0.35
H -4.095265 3.033971 -7.107408  0.35
H 1.090231 1.635290 -3.662239  0.74
H 1.544041 0.038962 -3.048743  0.54
H 1.518712 1.393727 -1.820569  0.32
H 0.525550 -3.254468 -6.663436  0.25
H -0.356550 -3.724591 -5.193935  0.32
H 1.262530 -3.001860 -5.061943  0.29
H -2.523165 2.310685 -9.439918  0.28
H -3.283215 0.739281 -9.094849  0.34
H -1.536545 0.830685 -9.414431  0.32
H -4.738313 -0.794203 -0.636992  0.19
H -4.454773 -1.367015 -2.297453  0.33
H -5.848545 -0.323210 -1.942542  0.35
Cl 2.814369 3.305427 -3.350565  -0.14
C 2.373205 3.234762 -1.642477  -0.43
C 1.219641 2.273254 -1.236697  0.26
O -0.051346 2.615144 -1.513129  0.52
O 1.640624 1.108025 -0.446337  -0.75
H 2.112464 4.249991 -1.361638  0.36
H 3.258899 2.924106 -1.097757  0.42

Atoms 1-6, force components in eV/Å:
-0.52 -0.58 0.70
0.01 0.09 0.16
0.07 -0.25 0.06
0.28 0.06 -0.39
0.00 0.31 -0.23
-0.02 0.11 0.10

(2)
Density functional theory data (the ωB97M-V functional and the def2-TZVPD basis) for CH3NSSi as an isolated structure in a non-equilibrium geometry.

The lowest unoccupied orbital energy comes out at 0.6 eV. For the highest occupied orbital energy, the calculation gives -9.8 eV. The net charge is 0. As for the HOMO-LUMO gap: 0.3808 Ha. The spin multiplicity is 1.

Last column: Mulliken charge in e.
Element x y z (Å)
C 1.434021 2.627507 0.485970  0.45
N 1.134242 2.180704 -0.605597  -0.31
Si 0.260628 0.685120 -0.315863  0.42
S 1.972835 2.873273 1.909312  -0.33
H -1.148214 1.152599 0.125860  -0.06
H 1.029113 -0.217595 0.515683  -0.08
H 0.205870 0.212731 -1.696898  -0.09

Atoms 1-6, force components in eV/Å:
0.41 -1.06 -1.60
0.05 1.03 1.18
-1.61 0.65 -1.35
0.28 0.88 1.33
1.09 -0.73 0.00
0.05 -0.20 0.52

(3)
Density functional theory data (the ωB97M-V functional and the def2-TZVPD basis) for C25H31As2CrN6O6S2 as an isolated structure in a non-equilibrium geometry.

As for the expectation value of S²: 0.76. The lowest unoccupied orbital energy (spin up / spin down) comes out at -0.6 / -0.2 eV. For the highest occupied orbital energy (spin up / spin down), the calculation gives -8.3 / -8.3 eV. The net charge is 0. As for the HOMO-LUMO gap (spin up / spin down): 0.2815 / 0.2970 Ha. The spin multiplicity is 2.

Last column: Mulliken charge in e.
Element x y z (Å)
Cr 1.025022 -0.956984 -0.677882  0.12
O 3.537685 -2.575957 -2.721306  -0.73
S 2.941127 -2.400132 -1.422762  1.65
O 3.493882 -3.168723 -0.341368  -0.73
O 2.929202 -0.914109 -1.070629  -0.39
O 1.428642 -2.674777 -1.514397  -0.47
N -3.062476 4.033192 3.990729  -0.53
C -2.136360 3.627245 3.056607  1.12
C -2.539567 2.917433 1.917865  -0.81
C -1.614957 2.561396 0.955658  -0.38
C -0.278528 2.898905 1.121279  -0.81
C 0.137732 3.602639 2.240488  -0.28
C -0.785250 3.966800 3.201349  -0.86
S 0.891799 2.223927 -0.024674  1.27
O 2.118052 2.958212 0.014135  -0.75
O 0.202822 2.151672 -1.291602  -0.68
N 1.070124 0.664402 0.455906  0.59
C 1.943460 0.407803 1.485483  0.13
N 2.246989 1.316014 2.416659  -0.39
C 3.171613 0.960414 3.302411  -0.51
C 3.803590 -0.272091 3.279209  -1.03
C 3.352429 -1.169281 2.321125  -0.29
N 2.408810 -0.847509 1.455050  0.22
H -3.972847 3.612654 3.977998  0.20
H -2.727421 4.359102 4.878143  0.20
H -3.585813 2.656739 1.803767  0.28
H -1.913266 2.043866 0.051243  0.60
H 1.185887 3.842016 2.346039  0.49
H -0.465658 4.514402 4.080224  0.30
H 3.399582 1.701647 4.062321  0.46
H 4.576713 -0.535690 3.984871  0.43
H 3.743331 -2.178137 2.240472  0.53
C 2.225336 1.041118 -3.619545  -1.40
As 0.984478 -0.303092 -2.974318  1.68
C 1.125101 -1.578809 -4.451579  -1.33
C -0.801638 0.388932 -3.444143  -0.14
C -1.029779 1.182673 -4.557783  -0.96
C -2.275035 1.760128 -4.764232  -0.85
C -3.299378 1.541270 -3.856551  -0.72
C -3.081769 0.730599 -2.750306  -0.70
C -1.838288 0.149604 -2.546766  0.26
As -1.359831 -0.987819 -1.033626  1.89
C -3.058186 -1.055094 -0.004149  -1.30
C -1.674456 -2.707300 -1.927461  -1.29
H 2.137751 1.151111 -4.697394  0.51
H 3.219522 0.672592 -3.368087  0.45
H 2.041624 1.984526 -3.115069  0.33
H 1.125826 -1.018133 -5.384651  0.43
H 0.288680 -2.274335 -4.442307  0.33
H 2.054401 -2.127790 -4.331477  0.50
H -0.218897 1.373215 -5.251578  0.34
H -2.437820 2.400355 -5.621769  0.40
H -4.265602 2.006014 -4.004718  0.41
H -3.882595 0.561639 -2.039194  0.37
H -3.839575 -1.400856 -0.675676  0.55
H -3.313874 -0.092781 0.432886  0.22
H -2.897077 -1.780499 0.790935  0.42
H -2.553397 -2.663049 -2.565444  0.40
H -1.803842 -3.479037 -1.167709  0.44
H -0.787242 -2.952081 -2.508007  0.15
N -1.013343 -0.484587 2.443378  0.00
C -0.291135 -1.657907 2.475623  0.39
C 0.048154 -2.249499 3.696559  -0.96
C 0.731203 -3.445416 3.693485  -0.36
C 1.059310 -4.038566 2.479630  -1.22
C 0.674182 -3.403690 1.318877  -0.52
N 0.005641 -2.242045 1.303626  0.61
H -0.940876 0.086358 3.271209  0.38
H -0.897362 0.042989 1.592527  -0.59
H -0.222044 -1.750704 4.618506  0.43
H 1.010121 -3.916567 4.627175  0.41
H 1.610046 -4.966636 2.433257  0.48
H 0.915313 -3.823926 0.351450  0.64

Atoms 1-6, force components in eV/Å:
0.99 -0.24 2.34
0.04 0.00 0.13
1.19 -1.65 -0.58
0.16 0.05 0.09
-0.49 0.43 -0.15
-0.05 -0.10 -0.07

Result set for energy: -185611.395 -21288.089 -219423.434 eV, one per record in the order listed.
Result set for energy above the lowest of the compared OMol25 structures with the same formula, charge and spin: 314.4 11.8 19.9 kcal per mole, one per record in the order listed.